one | Formula: C3H11NO3
Source: OMol25
Level of theory: the ωB97M-V functional and the def2-TZVPD basis

Structure (XYZ):
```
18
C3H11NO3 | OMol25 | the ωB97M-V functional and the def2-TZVPD basis
O -2.113 0.196 0.471
C -1.944 -0.159 -0.656
C -0.591 -0.570 -1.264
C 0.611 0.124 -0.482
N -0.751 -2.024 -1.468
H -2.794 -0.132 -1.506
H -0.546 -0.161 -2.180
H 1.546 -0.228 -0.798
H 0.597 -0.384 0.531
H 0.495 1.078 -0.553
H -1.016 -2.360 -0.384
H 0.105 -2.581 -1.844
H 2.926 0.561 1.959
H 1.883 -0.538 1.932
O 2.505 -0.007 2.516
H 0.350 2.163 0.905
H -1.007 2.218 1.517
O -0.256 2.803 1.305
```

Properties
- Gap between HOMO and LUMO: 10.58 eV

=====

two | Formula: C3H11NO3
Source: OMol25
Level of theory: the ωB97M-V functional and the def2-TZVPD basis

Structure (XYZ):
```
18
C3H11NO3 | OMol25 | the ωB97M-V functional and the def2-TZVPD basis
C 1.597 1.346 -1.339
C 1.064 0.134 -0.587
N 0.004 0.266 0.273
C -0.484 1.600 0.583
O 1.362 -1.029 -0.779
H 1.386 2.246 -1.099
H 2.728 1.301 -1.489
H 1.165 0.940 -2.315
H -0.405 -0.490 0.717
H -1.274 1.843 -0.105
H 0.150 2.366 0.461
H -0.854 1.667 1.656
H -2.803 -0.771 2.123
H -2.248 -1.926 1.219
O -2.301 -0.825 1.340
H 0.651 -3.118 -0.860
H 0.235 -2.385 0.326
O 0.028 -3.164 -0.122
```

Properties
- Gap between HOMO and LUMO: 9.93 eV

=====

Most stable structure - two; separation to the second - 1.053 eV.

=====

one | Formula: C3H11NO3
Source: OMol25
Level of theory: the ωB97M-V functional and the def2-TZVPD basis

Structure (XYZ):
```
18
C3H11NO3 | OMol25 | the ωB97M-V functional and the def2-TZVPD basis
C 1.037 -1.229 -0.341
O 1.430 -0.374 -1.398
C -0.141 -0.701 0.500
C 0.267 0.287 1.591
O -0.817 0.481 2.528
N -1.110 -0.002 -0.343
H 0.827 -2.183 -0.803
H 1.862 -1.294 0.381
H 1.522 0.515 -1.041
H -0.542 -1.583 1.020
H 0.373 1.297 1.192
H 1.188 -0.058 2.068
H -0.879 -0.385 2.952
H -1.644 -0.620 -0.942
H -1.756 0.531 0.229
H 0.231 1.881 -2.660
H -1.135 1.479 -2.106
O -0.710 1.960 -2.828
```

Properties
- Gap between HOMO and LUMO: 10.58 eV

=====

two | Formula: C3H11NO3
Source: OMol25
Level of theory: the ωB97M-V functional and the def2-TZVPD basis

Structure (XYZ):
```
18
C3H11NO3 | OMol25 | the ωB97M-V functional and the def2-TZVPD basis
C -1.888 0.045 0.446
C -2.243 0.308 -0.804
C -0.275 1.622 0.824
N -0.671 0.446 1.071
H -2.437 -0.693 1.021
H -1.544 0.832 -1.447
H -3.126 -0.111 -1.258
H 0.650 1.971 1.265
H -0.748 2.299 0.115
H -0.016 -1.292 1.327
H 1.041 -2.204 1.837
O 0.466 -2.097 1.068
H 0.905 0.593 -2.714
H 1.371 0.375 -1.240
O 0.887 0.989 -1.837
H 2.616 -1.391 -1.032
H 1.858 -1.307 0.280
O 2.440 -0.787 -0.306
```

Properties
- Gap between HOMO and LUMO: 10.38 eV

=====

Most stable structure - one; separation to the second - 0.441 eV.

=====

one | Formula: C3H11NO3
Source: OMol25
Level of theory: the ωB97M-V functional and the def2-TZVPD basis

Structure (XYZ):
```
18
C3H11NO3 | OMol25 | the ωB97M-V functional and the def2-TZVPD basis
C 0.503 1.276 0.051
N 1.195 0.150 -0.086
C 0.600 -1.150 -0.407
C 2.596 0.128 0.195
O -0.714 1.408 -0.112
H 1.081 2.177 0.292
H 1.236 -1.604 -1.167
H -0.390 -1.008 -0.804
H 0.583 -1.812 0.453
H 3.107 -0.382 -0.625
H 2.775 -0.450 1.109
H 3.024 1.122 0.273
H -2.669 -0.900 0.950
H -1.541 0.009 1.236
O -1.916 -0.825 1.561
H -2.443 0.815 -0.683
H -3.806 0.798 -1.385
O -3.221 0.250 -0.851
```

Properties
- Gap between HOMO and LUMO: 10.64 eV

=====

two | Formula: C3H11NO3
Source: OMol25
Level of theory: the ωB97M-V functional and the def2-TZVPD basis

Structure (XYZ):
```
18
C3H11NO3 | OMol25 | the ωB97M-V functional and the def2-TZVPD basis
C -0.725 -1.107 0.055
C -1.288 0.327 0.181
C -0.600 1.154 1.222
O 0.604 1.229 1.288
N -1.016 -1.878 1.278
H -1.176 -1.588 -0.814
H 0.348 -1.064 -0.118
H -1.383 0.754 -0.821
H -2.318 0.103 0.486
H -1.236 1.567 2.018
H -1.416 -2.773 1.054
H -0.149 -2.050 1.751
H 0.617 1.802 -0.857
H 0.714 2.754 -2.005
O 1.018 1.882 -1.728
H 2.210 0.176 -0.754
H 2.991 -0.708 -1.589
O 2.805 -0.581 -0.647
```

Properties
- Gap between HOMO and LUMO: 10.32 eV

=====

three | Formula: C3H11NO3
Source: OMol25
Level of theory: the ωB97M-V functional and the def2-TZVPD basis

Structure (XYZ):
```
18
C3H11NO3 | OMol25 | the ωB97M-V functional and the def2-TZVPD basis
C 1.336 0.846 -1.212
C 0.923 2.070 -0.455
N -0.126 1.889 0.418
C -0.712 0.628 0.819
O 1.419 3.169 -0.606
H 2.322 0.923 -1.671
H 1.385 -0.041 -0.560
H 0.614 0.603 -1.998
H -0.566 2.756 0.678
H -1.514 0.831 1.530
H 0.055 -0.046 1.207
H -1.167 0.062 -0.011
H -4.402 -2.833 -1.133
H -4.693 -1.299 -0.887
O -4.415 -1.961 -1.533
H 3.927 -2.354 2.007
H 2.644 -2.997 1.450
O 2.969 -2.246 1.957
```

Properties
- Gap between HOMO and LUMO: 9.91 eV

=====

four | Formula: C3H11NO3
Source: OMol25
Level of theory: the ωB97M-V functional and the def2-TZVPD basis

Structure (XYZ):
```
18
C3H11NO3 | OMol25 | the ωB97M-V functional and the def2-TZVPD basis
C 1.182 -0.914 -0.130
C -0.353 -1.250 -0.469
O -1.082 -0.047 -0.944
N 1.220 0.116 0.887
C 1.876 1.333 0.392
O 2.159 2.378 1.300
H 1.562 -0.575 -1.146
H 1.786 -1.896 0.180
H -0.467 -2.029 -1.343
H -0.813 -1.654 0.370
H -0.478 0.679 -1.088
H 1.505 -0.307 1.773
H 1.248 1.730 -0.474
H 2.830 0.975 -0.066
H 1.678 2.255 2.106
H -5.274 -0.445 -0.181
H -4.250 0.102 -0.969
O -4.331 -0.451 -0.199
```

Properties
- Gap between HOMO and LUMO: 9.82 eV

=====

Most stable structure - one; separation to the second - 0.265 eV.